Record 1
This record from OMol25 describes C53H57CaGe2N2OS9 as an isolated structure. The level of theory is ωB97M-V with the def2-TZVPD basis set.

Each line ends with the Löwdin charge.
Atoms and positions in Å:
C1 3.454 -1.451 4.587  -0.01
H1 4.701 6.594 2.182  0.08
H2 0.209 9.696 0.596  0.10
C2 0.908 6.818 2.273  -0.22
H3 3.603 -2.486 4.297  0.11
H4 -0.768 4.155 6.696  0.08
C3 1.356 -2.188 5.743  -0.04
H5 4.966 1.554 4.419  0.13
H6 1.179 6.834 6.862  0.12
C4 -0.603 7.759 0.150  -0.05
C5 -4.894 3.529 5.058  -0.27
C6 -0.361 0.541 8.474  -0.06
C7 -1.444 1.138 7.854  -0.05
Ge1 -0.037 1.625 3.810  0.01
H7 -0.808 7.387 5.695  0.07
H8 4.871 6.159 7.093  0.07
S1 7.198 2.525 0.880  0.49
C8 -1.726 0.516 -0.597  -0.65
H9 -6.199 5.242 4.953  0.07
H10 4.790 6.045 4.722  0.12
H11 1.639 -0.193 8.200  0.12
H12 -4.246 2.501 -2.852  0.07
S2 -1.513 3.021 2.768  0.25
C9 -2.335 4.642 -2.424  -0.02
H13 4.379 -4.504 0.957  0.03
H14 5.706 -0.287 2.535  0.03
C10 5.638 -0.878 3.452  -0.04
C11 -4.579 3.527 -2.675  -0.05
H15 -4.454 -0.423 4.796  0.07
H16 5.083 -3.227 1.981  0.00
H17 -4.261 5.648 1.802  0.07
S3 4.658 1.275 -0.066  0.87
O1 -0.603 -0.028 -0.619  -0.21
C12 -3.925 4.201 5.790  -0.01
N1 -1.937 1.754 -1.063  0.20
C13 -2.612 2.193 5.974  -0.16
C14 2.311 -1.111 5.302  -0.23
H18 3.633 2.745 6.729  0.09
H19 -1.056 6.045 4.567  0.08
S4 6.945 -0.387 0.331  0.88
H20 0.025 6.826 -2.355  0.08
H21 1.965 2.864 6.161  0.06
H22 -2.810 -0.201 4.188  0.05
C15 3.721 6.237 4.729  -0.02
H23 3.385 5.726 7.942  0.08
C16 2.980 2.602 5.865  -0.12
C17 -3.186 5.721 1.634  -0.05
H24 -1.235 8.117 -0.656  0.12
C18 -1.605 5.602 -0.343  -0.15
C19 5.489 -1.200 -0.203  -1.03
H25 3.192 6.192 1.352  0.08
C20 0.165 5.897 1.516  -0.19
C21 -2.793 3.549 6.262  -0.22
C22 2.102 0.233 5.650  -0.17
C23 -0.083 5.739 -2.364  -0.05
H26 3.802 7.421 7.715  0.08
C24 -2.845 5.299 0.227  -0.20
C25 0.784 0.288 7.738  -0.04
C26 -3.478 0.005 5.028  -0.03
C27 0.934 8.168 1.916  -0.04
C28 3.037 6.272 3.515  -0.23
H27 -1.113 2.348 -1.137  0.01
C29 -1.393 1.508 6.509  -0.21
H28 3.289 3.298 5.086  0.00
C30 3.828 6.436 7.243  -0.06
C31 -6.097 4.251 4.509  -0.05
C32 -3.602 1.484 5.283  -0.22
C33 6.319 1.213 0.412  -1.53
H29 -2.568 -0.985 0.418  0.10
H30 -4.729 3.994 -3.649  0.08
H31 3.605 -2.904 1.016  0.01
H32 0.775 5.317 -1.841  0.04
C34 -3.800 4.632 -0.543  -0.02
C35 1.665 6.522 3.526  -0.16
H33 1.623 -3.143 5.289  0.07
H34 -2.804 2.229 -0.872  0.08
S5 -0.050 -0.288 2.813  0.06
H35 -3.066 -0.515 5.895  0.08
H36 -1.768 3.913 8.120  0.08
H37 -2.352 1.339 8.411  0.12
H38 -2.003 5.350 7.127  0.07
H39 -2.137 4.395 -3.463  0.12
H40 -4.051 5.260 5.993  0.11
C36 4.556 -3.433 1.052  -0.39
H41 5.626 -1.932 3.175  0.05
C37 0.853 0.615 6.388  -0.22
H42 -3.616 0.339 0.162  0.10
H43 -0.779 7.671 3.951  0.08
C38 4.221 0.803 4.667  -0.01
C39 0.191 8.644 0.854  -0.06
C40 -1.363 5.314 -1.696  -0.23
C41 4.411 -0.503 4.243  -0.24
C42 -3.557 4.283 -1.862  -0.31
S6 1.711 2.989 3.293  0.33
H44 -5.491 1.622 4.291  0.12
S7 0.945 3.124 -0.163  0.11
Ca1 1.126 0.547 0.566  0.71
H45 4.090 4.942 2.204  0.08
H46 -4.769 4.410 -0.104  0.11
H47 -7.015 3.692 4.701  0.07
C43 -0.496 6.972 4.739  -0.02
H48 -6.007 4.377 3.428  0.07
N2 -2.804 -0.175 -0.132  0.18
S8 5.561 -2.942 -0.375  0.79
C44 3.791 5.994 2.238  -0.02
H49 -0.058 5.397 -3.398  0.08
H50 -5.540 3.488 -2.162  0.07
H51 1.538 8.844 2.510  0.13
H52 0.335 -1.948 5.453  0.06
C45 -1.776 4.287 7.094  -0.03
C46 0.986 6.706 4.736  -0.20
H53 6.547 -0.686 4.027  0.09
C47 1.700 6.662 5.923  -0.01
C48 3.088 1.184 5.378  -0.26
C49 3.074 6.444 5.938  -0.27
S9 2.819 -0.941 -0.917  0.44
C50 -0.617 6.400 0.453  -0.21
H54 -0.413 0.264 9.520  0.10
H55 1.379 -2.304 6.830  0.08
H56 -2.687 5.095 2.375  -0.02
H57 -2.875 6.750 1.822  0.08
Ge2 0.325 3.912 1.749  0.02
C51 -4.725 2.169 4.834  -0.02
C52 -0.227 1.264 5.760  -0.20
C53 4.391 -0.432 -0.399  -1.16

The net charge is -1. As for the electronic energy: -10654.24652 a.u. For the energy relative to the best compared isomer or geometry (same formula, charge and spin), the calculation gives 0.820 eV.

=====

Record 2
This record from OMol25 describes C53H58BrNO4PSr as an isolated structure at a distorted geometry. The level of theory is ωB97M-V with the def2-TZVPD basis set.

Each line ends with the Löwdin charge.
Atoms and positions in Å:
C1 2.364 7.585 0.822  -0.65
C2 1.584 -0.731 3.407  -0.06
H1 -0.834 -2.428 0.864  0.11
H2 -0.469 -7.383 -0.294  0.09
H3 -1.148 1.872 3.767  0.08
C3 -6.226 2.506 -1.911  -0.14
O1 1.883 2.958 1.236  -0.10
H4 -0.302 -1.290 -5.425  0.08
H5 3.350 -3.406 -5.016  0.08
H6 1.932 3.836 -3.176  0.06
C4 -2.555 -3.488 2.467  -0.06
H7 -7.271 2.755 -2.227  0.11
C5 -1.106 3.800 2.850  -0.10
C6 -1.285 1.762 1.586  -0.10
C7 1.023 -1.397 1.138  -0.18
H8 -2.157 -0.477 4.094  0.07
H9 2.735 6.164 -0.765  0.12
C8 -1.212 2.407 2.842  -0.06
H10 2.209 4.572 3.181  0.12
H11 4.220 -1.329 3.912  0.07
C9 2.949 -2.393 -5.176  -0.03
C10 -1.096 2.647 -2.487  -0.45
H12 -3.644 -1.451 3.951  0.07
C11 4.013 -0.295 3.987  -0.05
C12 -4.182 3.110 -0.806  -0.08
H13 0.375 -3.858 0.206  0.11
C13 0.299 2.723 -2.365  -0.27
C14 -0.466 -2.101 2.920  -0.17
H14 0.265 -1.456 4.888  0.08
C15 0.794 -3.494 -6.007  -0.05
C16 2.562 -0.047 4.396  -0.51
H15 -3.437 -3.859 2.937  0.07
H16 -1.167 4.451 -0.479  0.12
H17 2.065 6.915 4.121  0.11
C17 0.298 -4.401 -1.857  -0.16
C18 -1.855 -2.538 3.418  -0.55
C19 1.195 -6.675 -2.228  -0.04
H18 -1.505 -7.292 -2.416  0.09
H19 2.390 1.870 3.346  0.06
C20 -3.606 1.923 -1.221  -0.39
H20 -6.291 0.721 -3.069  0.10
C21 1.404 -2.461 -5.020  -0.52
H21 3.088 -0.054 6.510  0.07
H22 3.408 -1.770 -4.416  0.07
C22 -4.337 1.023 -2.004  -0.11
H23 2.080 -6.314 -1.692  0.10
H24 -0.960 -4.062 4.730  0.11
C23 -1.325 2.499 0.416  -0.40
H25 1.471 1.828 4.886  0.08
H26 1.158 -3.200 -6.951  0.06
C24 -1.725 -3.257 4.740  -0.06
H27 1.095 -0.833 -6.408  0.09
H28 4.723 0.089 4.751  0.09
H29 -0.921 5.606 1.761  0.10
H30 -2.837 -0.748 2.579  0.09
H31 -1.379 -2.609 5.534  0.07
H32 3.222 -2.075 -6.201  0.09
N1 1.354 -1.311 -0.192  0.14
C25 0.485 -1.445 3.842  0.06
H33 4.197 0.158 3.062  0.05
C26 0.865 3.640 -3.290  -0.19
C27 1.075 -2.209 -1.094  -0.17
C28 0.765 -1.126 -5.407  -0.04
H34 0.639 5.125 -4.948  0.09
H35 -0.924 -6.182 -3.660  0.07
C29 -1.241 -6.252 -2.619  -0.04
H36 -2.851 -3.092 1.531  0.07
C30 -5.513 3.387 -1.134  -0.10
H37 2.503 -1.574 5.985  0.08
C31 -5.656 1.343 -2.409  -0.10
H38 -5.995 4.342 -0.903  0.10
O2 1.989 -0.714 -2.710  -0.05
H39 1.348 -0.183 6.248  0.09
O3 3.169 3.771 -0.426  -0.14
C32 -1.875 3.323 -3.450  -0.13
C33 1.471 -1.823 -2.503  -0.27
C34 -0.157 -2.041 1.624  -0.02
H40 -2.961 3.155 -3.510  0.09
H41 -2.654 -3.663 5.002  0.06
C35 2.397 1.489 4.378  -0.05
H42 0.377 -5.975 0.386  0.08
H43 2.003 8.844 2.502  0.08
H44 -0.854 4.321 3.741  0.09
H45 3.261 1.903 4.936  0.09
Br1 2.582 9.110 -0.346  0.66
C36 2.484 3.858 0.634  -0.68
H46 -3.924 0.058 -2.251  0.08
C37 2.352 -0.500 5.863  -0.07
C38 0.479 -3.510 -0.849  0.04
C39 2.128 7.850 2.152  -0.15
H47 1.171 -4.510 -5.829  0.08
O4 2.613 0.231 1.530  -0.10
H48 1.383 -6.593 -3.288  0.07
H49 -1.275 -5.809 0.006  0.08
C40 1.764 -0.543 1.993  -0.36
C41 -1.248 3.902 0.464  -0.09
H50 -1.912 -4.347 2.295  0.09
C42 -1.102 4.545 1.694  -0.09
Sr1 2.102 1.483 -0.835  1.51
C43 2.518 6.309 0.300  -0.05
C44 2.367 5.251 1.190  -0.14
C45 2.144 6.771 3.029  -0.08
H51 0.402 -4.631 -4.009  0.09
C46 0.601 -3.925 -3.190  0.03
H52 -2.115 -5.656 -2.524  0.08
C47 1.134 -2.758 -3.550  -0.11
C48 0.172 4.370 -4.276  -0.10
C49 -0.028 -5.875 -1.757  -0.56
H53 -3.574 3.839 -0.314  0.08
C50 -0.368 -6.282 -0.329  -0.06
C51 -1.258 4.155 -4.364  -0.12
P1 -1.801 1.576 -1.111  1.07
H54 -1.289 0.656 1.614  0.09
H55 -0.274 -3.417 -5.948  0.08
C52 2.220 5.464 2.548  -0.03
H56 1.028 -0.333 -4.725  0.07
C53 -2.681 -1.250 3.552  -0.03
H57 1.058 -7.714 -1.893  0.08
H58 -1.920 4.564 -5.083  0.07

The net charge is -1. As for the electronic energy: -5356.33620 a.u. For the energy relative to the best compared isomer or geometry (same formula, charge and spin), the calculation gives 0.796 eV.

=====

Record 3
This record from OMol25 describes a 6-piece molecular cluster, C53H63ClF15N2O16PS overall at a distorted geometry. The level of theory is ωB97M-V with the def2-TZVPD basis set.

Each line ends with the Löwdin charge.
Atoms and positions in Å:
O1 -1.592 -0.637 7.293  -0.11
H1 -5.945 -1.162 3.970  0.11
C1 -0.151 -7.593 -3.456  -0.31
F1 5.362 9.567 7.769  0.16
H2 -0.333 -4.903 4.905  0.11
H3 -5.402 -3.733 -3.674  0.06
H4 5.434 -6.911 -2.576  0.13
C2 -2.162 -3.558 5.076  -0.12
C3 -0.918 0.512 -1.853  -0.06
F2 2.013 3.417 -3.870  0.15
C4 -0.375 6.439 0.030  -0.38
C5 -3.141 -5.389 -1.018  -0.10
H5 2.794 7.396 3.486  0.08
H6 -6.638 -3.602 4.396  0.11
H7 -4.200 -0.654 3.461  0.11
F3 2.282 2.856 -5.938  0.16
H8 0.637 -6.904 -0.331  0.11
O2 2.217 0.190 -3.773  0.17
H9 -4.646 -0.741 0.490  0.14
C6 -0.267 1.934 9.599  -0.10
C7 -6.329 -4.142 3.442  -0.22
H10 -5.750 -6.278 2.861  0.08
C8 2.034 7.447 4.267  -0.08
H11 -0.745 -3.614 6.823  0.11
H12 -5.346 -4.919 -0.637  0.12
C9 -3.131 -4.916 2.627  -0.14
H13 -7.232 -4.088 2.751  0.13
N1 -3.700 -5.550 1.452  0.07
H14 1.237 6.742 4.033  0.08
C10 -6.095 -5.674 3.756  -0.08
C11 -2.165 -5.608 -2.164  -0.18
C12 -1.349 -6.277 0.573  -0.38
O3 5.033 -4.766 -3.693  0.17
C13 -1.580 1.229 -2.995  -0.07
H15 -5.260 -2.476 5.798  0.12
C14 4.862 0.284 -4.094  -0.19
H16 3.390 -8.133 -4.519  0.09
C15 4.748 10.001 6.649  -0.52
H17 -5.336 -5.831 4.580  0.09
C16 6.346 6.610 -7.057  -0.38
O4 -1.357 5.774 0.207  0.17
H18 -3.726 -1.524 6.062  0.09
H19 0.138 1.827 10.647  0.07
F4 0.470 8.679 0.072  0.16
F5 8.043 6.132 -8.658  0.16
H20 4.990 4.908 -5.732  0.13
S1 -0.904 -6.641 2.326  0.93
H21 3.025 6.117 5.627  0.13
H22 -4.869 -5.323 -2.353  0.08
Cl1 -3.495 1.292 5.492  0.57
C17 6.101 -4.752 -5.870  -0.51
F6 8.054 8.110 -7.792  0.16
H23 -7.077 -6.124 4.118  0.09
H24 1.327 4.710 -2.083  0.11
C18 -0.777 -6.174 -1.940  -0.23
C19 4.908 -0.811 -5.139  -0.06
H25 -2.020 -6.264 -4.774  0.02
F7 7.449 -4.750 -5.842  0.16
H26 -0.897 1.826 -3.663  0.06
H27 -5.705 -1.998 -3.051  0.08
H28 0.111 -1.459 6.238  0.14
H29 -5.378 0.026 6.282  0.08
C20 -2.750 -5.739 0.378  -0.16
H30 5.661 -8.392 -3.492  0.13
H31 3.121 -6.684 -3.564  0.07
H32 -4.118 -2.384 -3.824  0.07
H33 0.179 0.533 -1.631  0.09
H34 1.156 0.455 8.621  0.12
F8 4.521 11.313 6.816  0.16
P1 -2.572 -5.211 -3.957  0.76
H35 -3.186 -3.083 -1.827  0.14
C21 2.686 1.166 -4.288  -0.38
O5 -0.509 1.225 6.517  0.07
C22 3.466 9.217 6.371  -0.38
C23 7.247 7.113 -8.185  -0.52
C24 -1.551 -2.935 6.403  -0.12
O6 -4.940 -2.330 -0.794  -0.15
C25 -4.017 -1.421 -0.175  -0.17
H36 -3.972 -5.198 -4.217  0.01
H37 -0.681 4.453 -3.507  0.06
H38 5.193 -0.402 -6.111  0.09
C26 -0.383 -6.488 -0.541  -0.02
O7 2.354 9.613 6.586  0.17
C27 -4.902 -0.891 4.310  -0.22
H39 1.620 8.457 4.244  0.08
N2 0.134 -6.405 -3.102  0.14
C28 -0.690 0.458 7.444  -0.45
O8 3.995 1.352 -4.516  0.02
H40 2.871 6.697 -7.058  0.09
O9 -5.239 -3.478 2.757  -0.12
H41 -4.558 -5.094 1.134  0.10
C29 -1.017 -1.440 6.208  -0.16
H42 -1.311 -0.880 -0.122  0.10
C30 -4.939 -2.826 -3.189  -0.05
C31 -0.580 5.318 -2.850  -0.05
C32 -4.344 -2.059 5.272  -0.14
C33 -5.066 0.398 5.254  -0.55
C34 4.443 5.295 -6.595  -0.20
H43 -5.044 0.140 -2.472  0.10
F9 6.544 7.578 -9.237  0.16
O10 6.522 6.817 -5.888  0.17
C35 3.391 6.304 -6.181  -0.05
H44 3.928 -1.277 -5.264  0.09
H45 -1.572 5.595 -2.488  0.08
C36 -4.304 -3.199 -1.748  -0.33
H46 3.842 7.156 -5.669  0.08
H47 0.270 2.817 9.129  0.08
C37 2.641 7.138 5.621  -0.20
C38 -3.278 -0.452 -1.191  -0.16
O11 5.344 5.870 -7.556  0.03
H48 -3.265 -1.915 0.511  0.12
F10 5.745 -5.410 -6.990  0.16
F11 5.645 9.891 5.649  0.16
O12 -0.435 -8.560 -4.055  0.19
H49 -0.204 6.163 -3.430  0.08
H50 -5.854 1.111 4.887  0.07
C39 0.008 7.676 0.843  -0.51
O13 -1.993 -3.881 -4.412  -0.46
H51 3.965 4.445 -7.081  0.12
C40 5.153 -7.427 -3.496  -0.20
C41 0.048 0.566 8.827  -0.14
C42 -3.980 -3.847 3.273  -0.15
O14 0.567 6.177 -0.890  0.03
F12 0.980 7.401 1.739  0.14
C43 3.654 -7.637 -3.582  -0.07
H52 -0.019 4.178 -1.090  0.13
C44 -4.554 -4.764 -1.422  -0.08
H53 1.899 7.208 6.420  0.13
H54 5.855 0.718 -3.970  0.13
H55 -1.426 -1.061 5.225  0.12
H56 -0.241 -0.260 9.551  0.12
C45 0.353 5.007 -1.697  -0.20
C46 -3.510 -3.148 4.515  -0.05
C47 -1.789 -0.315 -0.978  -0.03
O15 3.760 8.001 5.885  0.03
C48 -1.311 -4.622 4.424  -0.03
C49 1.888 2.389 -4.737  -0.49
C50 -1.814 -5.302 3.201  -0.41
H57 -3.528 1.626 -4.063  0.09
F13 5.716 -3.476 -6.038  0.14
H58 4.555 -0.103 -3.120  0.13
F14 0.572 2.138 -4.842  0.13
C51 -3.051 1.104 -3.192  -0.06
H59 -2.384 -2.915 7.177  0.12
H60 3.303 -8.247 -2.748  0.08
C52 5.510 -5.379 -4.608  -0.38
H61 -1.380 2.124 9.675  0.08
H62 2.660 5.846 -5.513  0.07
F15 -1.024 8.177 1.539  0.16
O16 5.632 -6.714 -4.648  0.03
C53 -3.943 0.267 -2.316  -0.02
H63 5.623 -1.582 -4.857  0.07

As for the electronic energy: -6068.25576 a.u.